Entry A
DFT (the ωB97M-V functional and the def2-TZVPD basis) results for a molecular structure, C22H42F12MnN6O18S4.

Element x y z (Å)
Mn (-1.53, -13.60, 14.24)
C (-5.63, -11.78, 10.36)
F (-5.15, -12.91, 9.86)
F (-4.91, -10.75, 9.83)
F (-6.89, -11.68, 10.01)
S (-5.61, -11.86, 12.32)
O (-4.18, -12.14, 12.65)
O (-6.13, -10.60, 12.76)
O (-6.40, -13.04, 12.76)
C (4.09, -14.99, 16.61)
F (3.83, -14.06, 17.57)
F (4.53, -14.32, 15.50)
F (5.13, -15.70, 17.04)
S (2.49, -16.12, 16.07)
O (2.92, -16.83, 14.87)
O (2.16, -16.99, 17.20)
O (1.42, -15.10, 15.66)
C (-1.00, -12.16, 19.84)
F (-0.67, -13.45, 19.83)
F (-1.26, -11.84, 21.07)
F (0.05, -11.42, 19.43)
S (-2.50, -11.93, 18.68)
O (-2.93, -10.52, 18.70)
O (-2.06, -12.31, 17.34)
O (-3.53, -12.85, 19.16)
C (2.30, -9.30, 15.00)
F (3.24, -10.04, 15.55)
F (1.35, -9.03, 15.90)
F (2.77, -8.09, 14.72)
S (1.66, -10.14, 13.36)
O (2.86, -10.63, 12.63)
O (0.82, -11.25, 13.79)
O (0.87, -9.15, 12.71)
C (4.57, -14.53, 25.69)
O (5.28, -15.50, 25.79)
N (4.53, -13.71, 24.59)
C (3.44, -12.75, 24.38)
C (5.62, -13.81, 23.56)
H (3.73, -14.33, 26.37)
H (3.04, -13.02, 23.40)
H (3.82, -11.74, 24.23)
H (2.58, -12.77, 25.04)
H (6.32, -14.60, 23.81)
H (5.17, -14.04, 22.60)
H (6.20, -12.89, 23.46)
C (-8.67, -13.40, 17.95)
O (-9.45, -14.29, 18.21)
N (-8.98, -12.18, 17.63)
C (-10.37, -11.71, 17.63)
C (-8.01, -11.12, 17.49)
H (-7.60, -13.65, 18.11)
H (-11.12, -12.50, 17.62)
H (-10.66, -11.19, 16.72)
H (-10.52, -10.91, 18.36)
H (-8.13, -10.54, 18.40)
H (-7.05, -11.59, 17.27)
H (-8.33, -10.41, 16.72)
C (-4.55, -16.79, 15.85)
O (-3.54, -16.31, 15.39)
N (-4.52, -17.48, 17.04)
C (-3.26, -17.73, 17.79)
C (-5.79, -17.95, 17.58)
H (-5.52, -16.77, 15.33)
H (-3.45, -17.22, 18.73)
H (-2.37, -17.31, 17.32)
H (-3.06, -18.79, 17.93)
H (-6.52, -17.78, 16.78)
H (-5.74, -18.98, 17.93)
H (-6.07, -17.39, 18.47)
C (-4.98, -7.85, 22.05)
O (-6.03, -8.00, 22.67)
N (-3.80, -7.69, 22.70)
C (-3.60, -7.58, 24.14)
C (-2.71, -7.16, 21.91)
H (-4.87, -7.81, 20.96)
H (-4.36, -8.07, 24.74)
H (-3.37, -6.56, 24.46)
H (-2.66, -8.09, 24.37)
H (-1.74, -7.60, 22.10)
H (-2.70, -7.29, 20.82)
H (-2.71, -6.08, 22.06)
C (-7.80, -14.13, 23.59)
O (-8.91, -14.04, 24.03)
N (-6.70, -14.39, 24.39)
C (-5.42, -14.63, 23.66)
C (-6.77, -14.35, 25.86)
H (-7.52, -14.16, 22.53)
H (-4.93, -15.58, 23.91)
H (-4.69, -13.89, 23.99)
H (-5.41, -14.56, 22.58)
H (-6.58, -15.28, 26.40)
H (-5.99, -13.64, 26.12)
H (-7.74, -13.95, 26.17)
C (-4.20, -6.13, 15.57)
O (-4.72, -5.40, 16.36)
N (-3.89, -5.63, 14.32)
C (-3.46, -6.64, 13.39)
C (-4.11, -4.22, 13.83)
H (-3.99, -7.21, 15.61)
H (-4.23, -7.09, 12.75)
H (-2.91, -7.44, 13.89)
H (-2.78, -6.14, 12.70)
H (-3.18, -3.70, 13.58)
H (-4.71, -4.15, 12.92)
H (-4.68, -3.64, 14.55)

Output
- LUMO energy (alpha / beta) (eV) = -1.511 / -1.279
- molecular weight (g/mol) = 1089.8
- HOMO level (alpha / beta) (Ha) = -0.19809 / -0.19780
- net charge = -2
- multiplicity = 6
- ⟨S²⟩ = 8.75

Entry B
DFT (the ωB97M-V functional and the def2-TZVPD basis) results for a molecular structure, C22H42F12MnN6O18S4.

Element x y z (Å)
Mn (-3.85, 0.23, -0.67)
C (0.27, -0.03, 0.25)
F (0.80, 0.98, -0.47)
F (-0.05, -0.98, -0.64)
F (1.26, -0.47, 1.05)
S (-1.11, 0.64, 1.33)
O (-2.24, 0.71, 0.38)
O (-1.23, -0.34, 2.39)
O (-0.66, 1.93, 1.78)
C (-2.57, -3.86, 0.97)
F (-2.79, -5.17, 1.09)
F (-1.89, -3.45, 2.03)
F (-1.84, -3.65, -0.14)
S (-4.22, -2.94, 0.77)
O (-5.00, -3.88, -0.02)
O (-4.68, -2.68, 2.12)
O (-3.89, -1.72, 0.02)
C (-5.87, 3.86, -2.62)
F (-5.99, 4.66, -3.69)
F (-5.93, 4.56, -1.49)
F (-6.90, 3.00, -2.67)
S (-4.20, 2.98, -2.71)
O (-3.28, 4.10, -2.60)
O (-4.12, 2.07, -1.58)
O (-4.25, 2.27, -3.98)
C (-7.06, 2.48, 1.41)
F (-6.43, 3.25, 0.53)
F (-7.51, 3.28, 2.38)
F (-8.11, 1.91, 0.79)
S (-5.99, 1.08, 2.10)
O (-6.95, 0.04, 2.41)
O (-5.12, 0.82, 0.96)
O (-5.29, 1.69, 3.22)
C (1.69, 2.54, -4.22)
O (2.53, 3.00, -4.96)
N (0.35, 2.70, -4.37)
C (-0.57, 2.15, -3.37)
C (-0.25, 3.61, -5.33)
H (1.92, 1.98, -3.30)
H (-1.51, 1.89, -3.86)
H (-0.73, 2.91, -2.60)
H (-0.17, 1.22, -2.97)
H (-0.82, 4.32, -4.73)
H (0.51, 4.06, -5.97)
H (-0.93, 3.09, -6.01)
C (-2.64, -0.37, -3.59)
O (-2.63, -0.32, -2.37)
N (-1.79, -1.07, -4.37)
C (-1.67, -0.75, -5.77)
C (-0.63, -1.67, -3.72)
H (-3.34, 0.25, -4.18)
H (-1.59, -1.68, -6.34)
H (-0.83, -0.10, -5.99)
H (-2.63, -0.35, -6.12)
H (-0.98, -2.22, -2.84)
H (-0.17, -2.38, -4.40)
H (0.10, -0.95, -3.37)
C (4.26, -4.01, -0.46)
O (4.18, -5.04, 0.18)
N (3.21, -3.15, -0.60)
C (3.38, -1.93, -1.35)
C (1.93, -3.36, -0.01)
H (5.16, -3.65, -0.97)
H (3.34, -1.09, -0.63)
H (2.57, -1.68, -2.04)
H (4.30, -1.83, -1.93)
H (1.17, -3.49, -0.79)
H (1.94, -4.29, 0.55)
H (1.54, -2.51, 0.54)
C (2.70, -2.86, 5.34)
O (2.45, -1.79, 5.86)
N (1.90, -3.38, 4.37)
C (2.15, -4.70, 3.79)
C (0.72, -2.70, 3.86)
H (3.63, -3.44, 5.47)
H (2.14, -4.58, 2.70)
H (1.35, -5.37, 4.09)
H (3.15, -5.08, 4.01)
H (0.81, -2.41, 2.81)
H (-0.15, -3.34, 3.96)
H (0.68, -1.74, 4.37)
C (5.81, -0.04, 3.86)
O (6.95, -0.35, 3.57)
N (4.68, -0.54, 3.33)
C (3.38, 0.07, 3.49)
C (4.78, -1.54, 2.27)
H (5.54, 0.67, 4.67)
H (3.14, 0.56, 2.53)
H (3.27, 0.79, 4.29)
H (2.59, -0.67, 3.62)
H (5.77, -1.98, 2.32)
H (3.99, -2.29, 2.33)
H (4.67, -1.06, 1.29)
C (1.56, 4.07, 0.45)
O (1.96, 4.13, -0.71)
N (2.41, 3.77, 1.46)
C (1.99, 3.79, 2.85)
C (3.80, 3.44, 1.25)
H (0.52, 4.08, 0.79)
H (2.13, 2.79, 3.25)
H (0.93, 4.02, 2.91)
H (2.50, 4.50, 3.51)
H (4.46, 4.01, 1.90)
H (3.99, 2.39, 1.51)
H (4.09, 3.57, 0.21)

Output
- LUMO energy (alpha / beta) (eV) = 3.486 / 3.485
- molecular weight (g/mol) = 1089.8
- HOMO level (alpha / beta) (Ha) = -0.17981 / -0.18103
- net charge = -2
- multiplicity = 6
- ⟨S²⟩ = 8.75

Q: Which of them is the most stable? A: entry B.

Entry A
DFT (the ωB97M-V functional and the def2-TZVPD basis) results for 2 unconnected molecules or ions with the total composition HN5OS.

Element x y z (Å)
N (2.22, 1.12, 0.03)
N (0.75, 1.99, -1.54)
N (0.12, 1.84, -0.39)
N (1.00, 1.39, 0.47)
N (1.96, 1.64, -1.48)
O (0.66, 1.21, 1.64)
S (3.16, 1.96, -2.59)
H (-9.86, -11.15, 3.87)

Output
- LUMO energy (eV) = 4.692
- molecular weight (g/mol) = 119.1
- HOMO level (Ha) = 0.05358
- net charge = -2

Entry B
DFT (the ωB97M-V functional and the def2-TZVPD basis) results for a gas-phase ion, HN5OS (charge -2).

Element x y z (Å)
N (0.90, 1.02, 0.46)
N (0.42, -1.02, -0.51)
N (-0.92, -0.45, -0.44)
N (-0.94, 0.92, -0.38)
N (1.23, -0.11, 0.08)
O (-1.93, 1.25, 0.37)
S (2.90, -0.76, 0.31)
H (-1.67, -0.86, 0.11)

Output
- LUMO energy (alpha / beta) (eV) = 6.687 / 6.687
- molecular weight (g/mol) = 119.1
- HOMO level (alpha / beta) (Ha) = 0.06731 / 0.06726
- net charge = -2

Q: Which of them is the most stable? A: entry A.

Entry A
DFT (the ωB97M-V functional and the def2-TZVPD basis) results for 2 unconnected molecules or ions with the total composition C2H4INS.

Element x y z (Å)
C (-0.06, -0.69, 1.06)
C (-0.40, 0.13, 0.10)
N (-0.31, 0.95, -0.84)
H (-0.02, -1.73, 0.59)
H (-0.08, -0.43, 2.12)
H (-1.04, 1.27, -1.46)
S (4.29, -0.11, -1.67)
I (4.26, 0.34, 0.68)
H (2.97, -0.51, -1.71)

Output
- LUMO energy (eV) = -0.655
- molecular weight (g/mol) = 201.0
- HOMO level (Ha) = -0.32664
- structure (SMILES) = C=C=N.SI

Entry B
DFT (the ωB97M-V functional and the def2-TZVPD basis) results for 2 unconnected molecules or ions with the total composition C2H4INS.

Element x y z (Å)
C (-1.05, 1.12, -0.52)
C (0.71, -1.11, 0.19)
N (-0.11, -0.18, 0.80)
S (-2.21, 0.58, -1.47)
I (-0.23, 3.08, -0.34)
H (0.58, -1.09, -0.91)
H (1.82, -0.90, 0.42)
H (0.32, -2.14, 0.55)
H (0.19, 0.66, 1.29)

Output
- LUMO energy (eV) = -0.648
- molecular weight (g/mol) = 201.0
- HOMO level (Ha) = -0.31617

Q: Which of them is the most stable? A: entry A.

Entry A
DFT (the ωB97M-V functional and the def2-TZVPD basis) results for C3H3ClO2S in the gas phase.

Element x y z (Å)
C (2.62, -0.01, -1.38)
C (1.85, -0.51, -0.26)
C (1.76, 0.05, 0.98)
O (4.85, -1.31, -0.95)
O (1.47, -0.25, 2.10)
S (4.31, 0.03, -1.12)
Cl (2.79, 1.72, 0.90)
H (2.28, -0.53, -2.29)
H (2.35, 1.11, -1.76)
H (1.32, -1.37, -0.58)

Output
- LUMO energy (alpha / beta) (eV) = -3.306 / -3.777
- molecular weight (g/mol) = 138.6
- HOMO level (alpha / beta) (Ha) = -0.31916 / -0.30742

Entry B
DFT (the ωB97M-V functional and the def2-TZVPD basis) results for C3H3ClO2S in the gas phase.

Element x y z (Å)
O (0.19, -1.90, 2.19)
S (-0.43, -1.57, 0.95)
O (-1.40, -2.55, 0.47)
C (0.41, -0.57, -0.11)
C (-0.37, 0.86, -1.06)
C (0.65, 0.90, 0.12)
Cl (2.22, 1.40, -0.48)
H (-0.31, 0.96, -2.23)
H (-1.37, 1.11, -0.90)
H (0.40, 1.37, 1.05)

Output
- LUMO energy (alpha / beta) (eV) = -1.462 / -1.462
- molecular weight (g/mol) = 138.6
- HOMO level (alpha / beta) (Ha) = -0.37408 / -0.37410
- structure (SMILES) = O=S(=O)=C1C[C@@H]1Cl

Q: Which of them is the most stable? A: entry A.